Version w
Molecular formula: C3H10S3
Method: DFT, wB97M-V/def2-TZVPD

Structure (ORCA input):
```
! RIJCOSX wB97M-V def2-TZVPD def2/J DEFGRID3
* xyz 0 1
S 1.68375 -0.33683 0.54879
S -2.90056 0.49146 0.62969
S 2.56254 0.53786 2.18072
C 4.20780 -0.18429 2.15673
C -2.99817 -0.50387 -1.95690
C -2.08481 0.21202 -0.95707
H -3.65152 0.21878 -2.42924
H -1.32386 -0.53596 -0.72684
H 4.67121 -0.05073 1.18447
H 4.18661 -1.25179 2.36139
H 1.95955 0.65910 -0.30828
H 4.79874 0.28321 2.93715
H -1.51777 1.01768 -1.42349
H -3.55979 -1.34911 -1.57680
H -3.60863 1.55454 0.23081
H -2.42509 -0.76206 -2.85112
*
```

Computed properties:
Orbital gap (Ha): 0.350
SMILES string: CCS.CSS

---

Version x
Molecular formula: C3H10S3
Method: DFT, wB97M-V/def2-TZVPD

Structure (ORCA input):
```
! RIJCOSX wB97M-V def2-TZVPD def2/J DEFGRID3
* xyz 0 1
S 2.30118 -1.00000 2.95142
S -1.82376 -1.67226 -2.77926
S -1.90743 -0.80449 -0.93478
C 0.88875 0.82667 1.33523
C -1.74476 -0.15744 -3.83848
C 1.28480 0.49636 2.83160
H 1.65368 0.55743 0.61720
H 0.32703 0.32778 3.30901
H -2.06509 0.71767 -3.27862
H -0.70702 -0.09404 -4.13641
H 1.82690 1.35303 3.21082
H 3.47156 -0.33684 3.06143
H 0.02402 0.18925 1.15829
H -2.47073 -0.34962 -4.61777
H 0.63196 1.88243 1.33036
H -1.69108 -1.93594 -0.22005
*
```

Computed properties:
Orbital gap (Ha): 0.315
SMILES string: CCS.CSS

---

Version y
Molecular formula: C3H10S3
Method: DFT, wB97M-V/def2-TZVPD

Structure (ORCA input):
```
! RIJCOSX wB97M-V def2-TZVPD def2/J DEFGRID3
* xyz 0 1
S 0.12727 0.59759 -2.79674
S -0.66445 -0.52026 1.55611
S 1.63483 -0.39356 -1.76603
C -1.38582 -0.30058 -2.35043
C -0.34998 1.31226 1.56120
C 0.99186 -1.19187 1.85736
H 1.80954 0.71941 -0.95196
H 0.77644 1.46132 1.32259
H 1.69071 -0.31238 2.05761
H -2.10378 0.02870 -3.19965
H -0.76277 1.87433 0.74140
H 0.96973 -1.94551 2.58086
H -1.93903 0.13010 -1.41655
H 1.21298 -1.80950 0.92033
H -0.74385 1.73234 2.43828
H -1.26369 -1.38241 -2.55439
*
```

Computed properties:
Orbital gap (Ha): 0.331
SMILES string: CSC.CSS

---

Stability summary: most stable version w, least stable version y.

---

Version w
Molecular formula: C2H7S2
Method: DFT, wB97M-V/def2-TZVPD

Structure (ORCA input):
```
! RIJCOSX wB97M-V def2-TZVPD def2/J DEFGRID3
* xyz -1 1
S -0.43464 0.77053 -2.13744
S 0.49999 -0.58295 1.60577
C 1.22265 0.72174 0.55044
C -0.87609 -1.21353 0.61549
H 1.57623 0.29779 -0.37954
H -1.44654 -1.78285 1.35092
H -1.43832 -0.38487 0.19307
H 1.99683 1.16834 1.17779
H -0.54912 -1.86286 -0.19207
H 0.47444 1.49091 0.39624
H -1.02543 1.37777 -3.18066
*
```

Computed properties:
Orbital gap (Ha): 0.227

---

Version x
Molecular formula: C2H7S2
Method: DFT, wB97M-V/def2-TZVPD

Structure (ORCA input):
```
! RIJCOSX wB97M-V def2-TZVPD def2/J DEFGRID3
* xyz -1 1
S -1.54479 1.01886 -0.43108
S 2.27514 -0.62122 -0.52606
C 0.80907 -0.68673 0.65742
C -2.09294 0.08586 1.01227
H -0.07616 -0.73252 0.16710
H 0.69075 0.11487 1.37571
H 0.79105 -1.67468 1.20664
H -2.11926 -1.02403 0.82535
H -3.11811 0.53245 1.22780
H 1.45176 -0.30971 -1.50849
H -1.60246 0.33667 2.00209
*
```

Computed properties:
Orbital gap (Ha): 0.209

---

Stability summary: most stable version w, least stable version x.

---

Version w
Molecular formula: C3H4S3
Method: DFT, wB97M-V/def2-TZVPD

Structure (ORCA input):
```
! RIJCOSX wB97M-V def2-TZVPD def2/J DEFGRID3
* xyz 0 1
S 0.51349 1.97172 -0.00149
S -0.16684 -0.98620 -0.16038
S -3.21818 -0.09000 0.05612
C -1.95474 0.93244 -0.08059
C -0.48995 0.67904 -0.15659
C 1.60465 -1.07982 0.13532
H 1.73744 -2.18286 0.19275
H -2.19455 2.04923 -0.23446
H 2.19379 -0.73032 -0.73500
H 1.97489 -0.56323 0.98432
*
```

Computed properties:
Orbital gap (Ha): 0.264
SMILES string: CSC(=S)C=S

---

Version x
Molecular formula: C3H4S3
Method: DFT, wB97M-V/def2-TZVPD

Structure (ORCA input):
```
! RIJCOSX wB97M-V def2-TZVPD def2/J DEFGRID3
* xyz 0 1
S -1.91027 -1.03022 0.03117
S 1.85856 -0.51150 -0.64060
S -0.84584 1.63985 -0.21467
C 1.76695 0.42844 0.89612
C 0.64077 -0.49743 0.55137
C -0.65255 0.12019 0.16669
H 0.59189 -1.44000 1.25643
H 2.63075 0.07166 1.41901
H -0.94920 -2.08013 -0.14698
H 1.55642 1.57112 0.97205
*
```

Computed properties:
Orbital gap (Ha): 0.307
SMILES string: S=C(S)[C@@H]1CS1

---

Stability summary: most stable version w, least stable version x.